A 6-piece molecular cluster, C27H79Cl2N13O6P4 overall in a non-equilibrium geometry. Source: the Open Molecules 2025 dataset; level of theory: wB97M-V/def2-TZVPD.

The value obtained for the total energy is -4525.3202 a.u. For the strongest force on any atom, the calculation gives 1.70 eV Å⁻¹. As for the LUMO energy: -0.0152 hartree. The gap between HOMO and LUMO is 7.572 eV. The value obtained for the energy above the lowest of the compared OMol25 structures with the same formula, charge and spin is 0.000 eV.

Geometry as ORCA input:
```
! RIJCOSX wB97M-V def2-TZVPD def2/J DEFGRID3
* xyz 0 1
C -22.57373 6.60983 -22.84746
N -22.46172 8.03307 -23.17839
C -22.18821 8.93311 -22.09149
P -22.27811 8.54624 -24.75587
O -22.62094 9.96697 -24.90888
N -20.71314 8.22559 -25.25682
C -19.72076 9.19648 -24.86760
C -20.23475 6.86594 -25.44993
N -23.22003 7.47046 -25.58839
C -24.62294 7.42837 -25.21036
C -22.95836 7.26980 -27.00500
H -23.61036 6.23208 -22.83967
H -22.16684 6.42178 -21.85249
H -22.02054 5.97401 -23.54630
H -22.29906 8.41354 -21.15098
H -22.87954 9.77003 -22.17003
H -21.18358 9.34126 -22.18291
H -19.85891 10.12605 -25.41120
H -19.70555 9.36488 -23.78589
H -18.72433 8.81166 -25.10238
H -19.52495 6.87591 -26.29922
H -19.68764 6.49785 -24.57664
H -21.01601 6.21067 -25.82374
H -25.06009 6.47998 -25.54528
H -24.71028 7.37008 -24.12507
H -25.16369 8.28224 -25.62977
H -21.90856 7.22419 -27.25639
H -23.40434 8.07426 -27.60596
H -23.42367 6.33831 -27.33074
C -27.87260 5.83693 -17.60320
N -26.67359 5.56495 -16.85362
C -26.44025 6.33577 -15.63920
P -25.79834 4.15789 -17.03255
O -24.50680 4.21727 -16.33563
N -26.71516 2.87616 -16.49719
C -26.43637 2.34265 -15.17047
C -28.02373 2.55206 -17.02360
N -25.74807 3.93318 -18.66477
C -25.31486 5.00154 -19.52409
C -25.46343 2.58010 -19.16855
H -27.76490 5.47253 -18.63072
H -28.05238 6.90814 -17.67039
H -28.76159 5.31952 -17.22204
H -26.59265 5.78022 -14.70686
H -27.13413 7.18391 -15.62817
H -25.45581 6.81177 -15.60527
H -26.95264 2.96123 -14.41467
H -26.76480 1.31467 -15.05843
H -25.37552 2.48954 -14.97201
H -28.12723 2.98939 -18.02226
H -28.14743 1.47412 -17.11501
H -28.81097 3.02174 -16.41779
H -24.26946 5.25902 -19.28580
H -25.29198 4.68713 -20.56444
H -25.90002 5.90759 -19.38592
H -24.39026 2.37070 -19.12630
H -25.84463 2.50838 -20.19064
H -26.04566 1.84875 -18.61093
C -24.33654 4.96100 -31.07460
N -23.16294 4.64523 -30.28311
C -23.49381 4.04845 -29.00630
P -21.86852 5.65098 -30.46166
O -21.95210 6.97978 -29.82996
N -20.63171 4.75430 -29.79724
C -20.39654 3.36039 -30.06725
C -19.63440 5.37976 -28.93067
N -21.63413 5.75894 -32.09616
C -21.48499 7.07692 -32.71453
C -21.59260 4.62285 -32.98977
H -25.10174 4.20710 -30.90302
H -24.12000 4.98667 -32.14115
H -24.73406 5.93700 -30.77141
H -22.62274 4.10965 -28.35765
H -23.81679 3.01795 -29.14088
H -24.26903 4.63643 -28.50005
H -19.87013 2.92241 -29.21574
H -21.31931 2.78746 -30.20209
H -19.79716 3.17592 -30.96927
H -19.97403 5.27292 -27.89606
H -18.65761 4.95241 -29.10477
H -19.66233 6.45039 -29.13788
H -21.52022 6.97166 -33.79483
H -22.28875 7.74949 -32.41521
H -20.53386 7.51279 -32.40448
H -21.56258 3.71056 -32.39768
H -20.80775 4.67250 -33.73390
H -22.57775 4.51514 -33.47976
C -19.58243 1.69550 -20.17807
N -19.17666 1.79195 -21.56224
C -17.76922 2.10047 -21.74789
P -20.01158 1.00219 -22.75046
O -19.67564 -0.40914 -22.98678
N -21.60095 1.25810 -22.36736
C -22.15038 2.54330 -22.02014
C -22.57368 0.18255 -22.51950
N -19.65678 1.90506 -24.10786
C -19.60236 3.34754 -24.14483
C -20.02617 1.27462 -25.38018
H -19.51441 2.66091 -19.67372
H -19.07370 0.89595 -19.63709
H -20.65027 1.44692 -20.16043
H -17.10095 1.30906 -21.39109
H -17.51662 2.99319 -21.16443
H -17.59159 2.30456 -22.80014
H -22.75563 2.97820 -22.82214
H -22.79410 2.42206 -21.14152
H -21.36170 3.26129 -21.79108
H -22.04075 -0.71872 -22.83652
H -23.10993 -0.06389 -21.59882
H -23.26350 0.41386 -23.34472
H -20.57556 3.81884 -24.37431
H -19.27167 3.70482 -23.16900
H -18.92988 3.68262 -24.94035
H -19.54236 1.78707 -26.21062
H -21.11156 1.16527 -25.46005
H -19.56624 0.28046 -25.40998
C -30.35314 3.61330 -27.01264
N -29.01740 3.04220 -26.78063
O -28.95706 1.95613 -26.26013
O -28.06754 3.72516 -27.08920
H -30.82027 3.74333 -26.04258
H -30.94645 2.94598 -27.62724
H -30.22992 4.56355 -27.51336
Cl -25.50567 3.29938 -23.09301
C -25.78000 2.37979 -24.59211
C -25.26887 3.17600 -25.74446
Cl -23.49640 3.15474 -25.83629
H -26.82487 2.08485 -24.65006
H -25.25223 1.42799 -24.50195
H -25.57340 4.20948 -25.59104
H -25.67318 2.90085 -26.71208
*
```

***

A 20-piece molecular cluster, C27H79F5N3O25PS overall in a non-equilibrium geometry. Source: the Open Molecules 2025 dataset; level of theory: wB97M-V/def2-TZVPD.

The value obtained for the total energy is -4360.0952 a.u. For the strongest force on any atom, the calculation gives 5.23 eV Å⁻¹. As for the LUMO energy: -0.0019 hartree. The gap between HOMO and LUMO is 7.338 eV.

Geometry as ORCA input:
```
! RIJCOSX wB97M-V def2-TZVPD def2/J DEFGRID3
* xyz 0 1
C 2.34673 -2.36252 2.73332
C 3.10284 -1.23046 1.90178
N 3.41927 -1.70961 0.53897
C 2.70831 -1.00588 -0.51660
C 3.10600 -1.74654 -1.88488
C 4.57973 -2.25533 -1.90225
O 4.82463 -3.26468 -2.53426
O 2.89300 0.39768 -0.55145
C 4.25172 0.82098 -0.71674
C 4.58699 1.23065 -2.22374
C 6.11762 1.63554 -2.31967
N 7.06776 0.78261 -2.26436
P 4.49019 2.27491 0.49791
C 4.71397 3.91081 -0.38889
C 3.55185 4.89999 0.11261
C 5.85725 1.91757 1.73929
C 5.13951 1.58790 3.13664
C 1.11928 -1.22225 -0.37151
F 0.97111 -2.60465 -0.10232
O 0.52593 -0.80135 -1.56832
C -0.75540 -0.18852 -1.46016
C -1.41492 -0.36651 -2.89717
C -2.36973 0.78269 -3.36806
C -3.75289 0.86640 -2.62980
O -4.23909 1.97843 -2.56357
N -4.45204 -0.30071 -2.10104
C -5.35735 -0.00991 -1.00131
C -5.04066 0.80007 0.16657
C -5.93870 1.04595 1.28516
C -7.26471 0.43687 1.25556
C -7.62737 -0.34537 0.08257
C -6.71856 -0.58847 -1.04929
C -1.70933 -0.72951 -0.34372
C -2.24688 -2.18987 -0.52521
C -2.32606 -2.88969 0.89671
F -1.47001 -3.03886 -1.36879
S -0.46163 1.62763 -1.01607
O 0.34519 1.77606 0.19154
O -1.73097 2.32441 -0.74685
C 0.52156 2.53198 -2.36759
F 0.97459 1.69202 -3.34758
F -0.14599 3.59638 -2.90735
F 1.63980 3.06403 -1.78153
H 2.83843 -2.53449 3.72727
H 2.38641 -3.36158 2.20895
H 1.26170 -2.13524 2.87313
H 4.04457 -1.00149 2.46184
H 2.45417 -0.31407 1.90508
H 3.36698 -2.72064 0.44361
H 2.46204 -2.65284 -2.06941
H 2.85297 -1.03083 -2.71137
H 5.44243 -1.80407 -1.34114
H 5.02926 0.06677 -0.43474
H 3.93725 2.08270 -2.54533
H 4.45637 0.38450 -2.94421
H 6.37452 2.71324 -2.48109
H 6.62698 -0.13974 -2.13290
H 4.61995 3.87840 -1.50124
H 5.67368 4.43967 -0.11584
H 2.62783 4.33905 0.40214
H 3.25827 5.51937 -0.78962
H 3.91062 5.62602 0.88111
H 6.38582 2.89764 1.91856
H 6.57367 1.11548 1.43331
H 5.45983 0.60753 3.56700
H 5.25874 2.43100 3.87248
H 4.02606 1.50784 2.97210
H 0.82149 -0.68767 0.55803
H -1.94248 -1.33936 -3.03290
H -0.54523 -0.38287 -3.61727
H -2.63862 0.55060 -4.44403
H -1.92101 1.80517 -3.39710
H -5.06878 -0.60930 -2.86728
H -4.02897 1.27709 0.22104
H -5.57301 1.66176 2.14529
H -7.93297 0.60019 2.13039
H -8.64862 -0.80157 0.08354
H -7.08728 -1.20329 -1.90377
H -2.60931 -0.05129 -0.33172
H -1.29610 -0.65272 0.70263
H -3.30296 -2.22977 -0.91171
H -3.06648 -2.31906 1.52665
H -1.33250 -2.97297 1.39496
H -2.81634 -3.89169 0.72097
O 1.44235 -4.28799 4.49009
H 1.60920 -5.03654 3.90360
H 1.15187 -4.69818 5.31403
O -0.75168 -5.75779 -0.54740
H 0.04681 -5.49156 -1.01841
H -1.37873 -5.04774 -0.73476
O 0.49696 -6.72330 3.09863
H 0.17897 -6.78978 2.18911
H 0.58152 -7.64352 3.38440
O 2.26932 -6.77949 5.62897
H 1.95086 -6.84659 4.71862
H 2.35539 -7.69529 5.91702
O -0.85809 -2.46717 3.77629
H -0.19449 -3.01114 4.22773
H -1.68585 -2.67655 4.22739
O 0.58207 -3.31764 -3.36114
H 0.97020 -2.64828 -3.93555
H 0.08209 -2.80776 -2.71084
O 5.49593 6.01219 2.33584
H 5.87509 6.69257 1.76865
H 4.99985 6.51077 2.99609
O -8.91336 -2.81408 -1.43855
H -9.25521 -2.91803 -2.33426
H -8.73395 -3.71662 -1.15084
O -5.16013 2.68651 4.02423
H -4.82291 3.39366 3.46332
H -5.68274 3.14909 4.68941
O -9.61624 2.22471 -0.57942
H -9.29750 2.75703 -1.31594
H -8.85243 1.68056 -0.34312
O -2.07552 3.88647 -5.57081
H -1.38771 3.38599 -5.11632
H -2.88305 3.65900 -5.09288
O -7.07547 4.86831 4.20910
H -7.08575 5.41192 3.41301
H -8.00404 4.65873 4.36128
O -0.16277 6.28951 -5.38657
H -0.59046 5.45344 -5.16259
H 0.73110 6.03419 -5.65039
O -7.22790 2.48353 -2.04683
H -7.62796 1.74424 -2.51809
H -6.28204 2.28176 -2.05694
O 7.13273 -3.07564 0.92197
H 6.28680 -2.72991 0.61158
H 7.42099 -3.66244 0.21326
O 5.59953 8.54059 3.56398
H 5.88089 9.44272 3.37355
H 6.42599 8.06359 3.70926
O 1.14576 -9.80725 2.66813
H 0.82854 -9.87436 1.75989
H 1.22951 -10.72354 2.95509
O 2.61707 5.83844 -6.66796
H 2.96942 6.32715 -7.42007
H 3.34256 5.26336 -6.40004
O -3.76104 -3.60934 4.12690
H -4.67363 -3.31205 4.03651
H -3.83063 -4.56891 4.18684
*
```

***

Q: Among the records above, which one has the lowest strongest force on any atom?
A: C27H79Cl2N13O6P4